DFT (ωB97M-V/def2-TZVPD) results for one molecule with the formula C16H18BrNO5.

XYZ file:
```
41
Properties=species:S:1:pos:R:3:forces:R:3
Br 8.617 -0.133 -1.074 -0.091 0.003 0.042
O 3.236 0.422 2.052 0.168 -0.076 -0.179
O -5.074 1.790 -0.219 0.079 0.113 -0.072
O 6.133 -0.199 0.078 -0.004 -0.278 -0.273
O 3.666 -1.107 0.451 0.123 -0.201 -0.183
O 2.023 0.589 -0.707 0.017 -0.061 -0.021
N -2.128 -0.404 -0.666 0.215 -0.146 0.078
C 3.971 -0.063 1.227 0.017 0.094 0.252
C -6.271 1.081 -0.427 -0.041 -0.024 -0.020
C 7.290 0.461 0.085 0.441 0.457 0.209
C -0.757 1.528 -1.451 -0.010 0.067 -0.028
C 5.342 0.405 0.995 0.060 0.902 0.737
C -0.923 0.198 -0.815 0.681 -0.005 0.060
C 7.291 1.490 0.985 0.140 -0.511 -0.521
C 0.051 -0.653 -0.298 -0.779 0.340 -0.260
C -0.633 -1.807 0.181 -0.109 0.145 -0.061
C 1.470 -0.390 -0.252 0.385 -0.185 0.116
C -3.101 -2.542 0.233 0.011 0.140 -0.097
C -3.977 0.999 0.153 0.204 -0.077 -0.077
C -3.394 0.177 -1.017 -0.561 0.426 0.123
C 6.014 1.452 1.579 -0.655 -0.684 -0.253
C 2.301 -1.476 0.453 -0.084 0.322 0.106
C -1.963 -1.628 -0.054 0.103 -0.488 0.223
H -3.218 1.701 0.510 0.016 -0.153 0.000
H 2.238 -2.422 -0.086 -0.023 0.059 0.065
H -0.191 -2.668 0.641 0.022 -0.251 0.129
H 0.286 1.821 -1.377 -0.055 0.028 -0.023
H -3.264 0.842 -1.874 -0.033 -0.110 0.046
H 5.625 2.102 2.334 -0.156 0.104 0.161
H -4.245 0.328 0.983 0.055 0.039 -0.030
H -6.512 0.450 0.437 -0.009 0.002 -0.010
H -2.725 -3.432 0.730 -0.015 -0.049 0.029
H -7.050 1.830 -0.553 -0.058 -0.092 -0.017
H -1.376 2.282 -0.967 -0.063 0.105 -0.007
H -3.838 -2.072 0.882 -0.117 -0.044 0.058
H -6.229 0.455 -1.325 -0.035 -0.002 0.020
H -1.030 1.487 -2.507 -0.027 0.061 -0.078
H -4.085 -0.621 -1.297 0.096 0.078 -0.068
H -3.600 -2.850 -0.687 -0.090 -0.074 -0.006
H 8.094 2.169 1.182 0.178 0.096 -0.006
H 1.938 -1.592 1.481 0.004 -0.068 -0.164
```
Forces are in eV/Å.

Properties
Kohn-Sham gap: 8.91 eV
SMILES: COCCn1c(C)cc(C(=O)COC(=O)c2ccc(Br)o2)c1C
energy: -98653.2329 eV
maximum force: 1.2 eV Å⁻¹
HOMO level: -8.26 eV



DFT (ωB97M-V/def2-TZVPD) results for C16H18CdCl3N7Si as an isolated structure.

XYZ file:
```
46
Properties=species:S:1:pos:R:3:forces:R:3
Cd 1.371 -1.017 0.394 -0.112 0.047 -0.014
Cl 5.091 -2.012 0.816 -0.030 -0.020 -0.004
Cl 4.307 1.170 1.049 -0.030 -0.077 -0.062
Cl 4.321 -0.288 -1.902 -0.019 0.000 -0.037
Si 3.792 -0.600 0.069 0.174 0.132 0.069
N -2.060 1.774 -0.985 -0.045 0.067 -0.010
N -0.250 -2.437 0.429 0.073 0.041 -0.013
N -3.491 -1.732 -2.177 0.009 -0.025 -0.006
N -1.696 -5.937 -1.977 -0.002 0.026 -0.001
N -0.633 1.346 -2.895 -0.041 0.032 -0.037
N 0.018 2.997 -1.241 -0.013 0.064 -0.021
N 0.066 0.626 -0.672 -0.053 0.072 -0.017
C 1.423 -2.039 3.589 0.076 -0.031 -0.002
C 0.038 -2.056 3.676 -0.024 0.038 0.016
C -0.957 -2.947 -0.348 -0.055 -0.131 0.024
C -2.018 1.435 -2.413 0.031 -0.015 0.010
C 0.058 0.324 -2.141 0.075 -0.038 0.091
C -1.771 -4.834 -1.655 -0.007 0.012 0.032
C -0.028 0.284 3.129 0.014 -0.021 0.019
C 0.027 2.631 -2.662 0.022 -0.016 0.006
C 2.090 -0.858 3.277 -0.054 -0.072 -0.046
C 1.362 0.306 3.037 -0.086 0.032 -0.016
C -1.376 3.050 -0.786 0.028 -0.034 0.011
C 0.706 1.965 -0.499 -0.012 -0.121 0.063
C -0.688 -0.895 3.450 0.003 0.005 0.003
C -1.852 -3.479 -1.243 0.017 0.134 -0.047
C -1.364 0.745 -0.245 0.067 -0.081 -0.015
C -2.783 -2.554 -1.782 -0.006 -0.071 0.008
H 3.172 -0.840 3.224 0.006 -0.001 0.000
H 1.096 0.253 -2.477 0.000 -0.006 -0.016
H -0.491 3.405 -3.229 -0.010 -0.002 -0.006
H 1.742 1.895 -0.838 0.048 0.003 -0.018
H -1.393 3.308 0.275 -0.004 -0.001 0.001
H -0.592 1.196 2.971 0.004 -0.002 0.015
H -1.900 3.828 -1.342 -0.002 -0.002 -0.008
H 1.882 1.228 2.808 0.019 0.003 -0.001
H -2.522 0.482 -2.570 -0.003 -0.005 -0.008
H -2.537 2.209 -2.978 -0.008 0.006 0.009
H -0.478 -2.978 3.910 0.003 0.000 -0.005
H -1.379 0.975 0.821 -0.017 0.018 0.004
H -1.852 -0.217 -0.410 0.004 0.021 0.012
H 0.704 2.208 0.567 -0.014 0.012 0.001
H -1.768 -0.911 3.518 0.000 0.006 -0.003
H 1.061 2.575 -3.008 -0.001 -0.003 0.002
H -0.436 -0.640 -2.286 -0.017 -0.004 -0.016
H 1.989 -2.946 3.754 -0.005 0.006 0.033
```
Forces are in eV/Å.

Properties
Kohn-Sham gap: 8.66 eV
energy: -77327.4068 eV
relative energy (zero: lowest compared OMol25 entry of this formula, charge and spin): 0.0 kcal per mole
maximum force: 0.2 eV Å⁻¹
HOMO level: -8.63 eV



DFT (ωB97M-V/def2-TZVPD) results for one molecule with the formula C16H18ClN3O3S.

XYZ file:
```
42
Properties=species:S:1:pos:R:3:forces:R:3
Cl -3.307 2.100 -6.982 -0.191 0.092 -0.383
S 1.203 -1.640 4.088 -0.006 0.158 0.063
O 1.030 -0.581 -2.746 0.097 -0.120 -0.029
O 0.059 -2.038 4.855 -0.146 0.246 -0.123
O 2.305 -2.546 3.959 0.110 0.178 -0.267
N -0.679 -0.033 -1.328 -0.368 0.172 0.032
N 1.784 -0.237 4.756 -0.369 -1.039 -0.188
N -2.487 1.986 -4.537 -0.354 0.275 -0.417
C 3.009 1.257 3.159 -0.052 -0.141 0.236
C -0.068 -0.110 -2.548 -0.184 0.146 -0.022
C 0.805 0.716 5.225 -0.453 0.252 0.233
C -1.455 0.402 -5.999 -0.064 0.074 0.110
C 3.068 0.226 4.285 0.519 0.120 -0.340
C -0.198 -0.442 -0.083 0.250 -0.114 0.340
C -0.610 -0.631 2.283 -0.120 0.041 -0.024
C -1.030 -0.251 1.023 0.121 -0.018 -0.033
C 1.283 1.469 6.462 -0.025 -0.175 -0.295
C 1.467 -1.404 1.354 -0.055 -0.042 0.069
C 1.056 -1.027 0.088 0.080 -0.002 -0.121
C -0.721 -0.097 -4.943 -0.079 0.139 0.213
C -1.781 1.505 -3.532 0.321 -0.378 0.141
C -2.340 1.442 -5.728 0.313 -0.157 0.483
C -0.893 0.441 -3.665 -0.061 0.119 -0.394
C 0.639 -1.201 2.441 0.280 -0.291 0.632
H -0.073 0.121 5.480 -0.045 0.264 0.007
H 3.620 0.640 5.134 -0.017 -0.121 -0.041
H -1.246 -0.510 3.145 -0.160 0.040 0.055
H -1.619 0.338 -1.311 0.180 -0.108 -0.108
H 2.426 -1.870 1.512 0.136 -0.058 -0.071
H 1.612 0.763 7.219 0.039 -0.052 0.117
H 0.465 2.061 6.865 -0.037 0.091 0.035
H -1.356 0.010 -6.998 -0.006 -0.033 -0.084
H 3.588 -0.672 3.950 0.212 0.198 0.100
H -0.011 -0.899 -5.081 0.060 -0.047 -0.022
H 0.530 1.429 4.434 -0.024 -0.067 0.051
H 4.017 1.462 2.809 0.089 0.066 -0.055
H 2.107 2.136 6.223 0.097 0.109 0.043
H 1.693 -1.184 -0.766 0.004 -0.012 0.013
H -2.007 0.191 0.890 -0.106 0.041 -0.001
H 2.574 2.191 3.507 -0.039 0.138 -0.030
H -1.926 2.026 -2.593 0.065 -0.039 0.153
H 2.420 0.887 2.322 -0.014 0.056 -0.079
```
Forces are in eV/Å.

Properties
Kohn-Sham gap: 8.86 eV
SMILES: CCN(CC)S(=O)(=O)c1ccc(NC(=O)c2ccc(Cl)nc2)cc1
energy: -50854.9563 eV
relative energy (zero: lowest compared OMol25 entry of this formula, charge and spin): 2.1 kcal per mole
maximum force: 1.1 eV Å⁻¹
HOMO level: -9.02 eV



DFT (ωB97M-V/def2-TZVPD) results for one molecule with the formula C16H18ClNO.

XYZ file:
```
37
Properties=species:S:1:pos:R:3:forces:R:3
Cl 5.443 -1.180 -0.110 0.176 -0.106 -0.037
O -1.108 -1.147 -1.706 0.159 -0.352 0.156
N -0.828 1.099 0.085 0.015 0.184 0.091
C 3.954 -0.339 0.151 -0.157 0.169 0.022
C -2.142 1.554 0.522 0.029 -0.053 0.065
C -3.160 0.444 0.467 -0.165 0.043 0.013
C -4.414 0.637 -0.095 0.078 0.032 0.094
C -3.768 -1.832 0.972 0.017 -0.063 0.049
C 3.923 1.042 0.054 0.116 -0.121 -0.006
C 1.567 1.011 0.569 0.096 0.088 0.036
C -5.013 -1.633 0.402 -0.090 -0.060 -0.025
C 1.623 -0.375 0.665 0.074 0.111 0.005
C -2.850 -0.798 1.009 -0.082 0.077 0.047
C 2.806 -1.055 0.454 0.068 -0.005 0.005
C 2.727 1.708 0.260 -0.143 -0.089 0.059
C -5.336 -0.395 -0.126 -0.099 -0.018 -0.021
C -0.642 1.212 -1.354 -0.103 -0.295 -0.337
C -1.440 0.152 -2.116 -0.045 0.405 -0.036
C 0.266 1.731 0.809 -0.023 0.000 0.092
H -2.491 2.414 -0.072 0.016 -0.035 0.085
H 2.842 -2.130 0.523 0.034 -0.099 0.001
H 0.418 1.051 -1.562 -0.087 0.039 -0.067
H -1.196 0.211 -3.179 -0.059 0.083 0.060
H 4.822 1.588 -0.184 0.097 0.014 -0.028
H -1.883 -0.943 1.471 0.125 -0.032 0.033
H -0.923 2.213 -1.726 0.048 -0.011 0.059
H -4.670 1.600 -0.514 0.003 0.092 -0.058
H 0.377 2.797 0.544 0.022 -0.055 0.072
H -2.519 0.327 -1.998 0.130 0.032 -0.132
H -6.308 -0.232 -0.569 -0.076 0.002 -0.042
H -5.731 -2.439 0.371 -0.055 -0.069 -0.008
H 0.036 1.674 1.878 -0.033 0.103 -0.081
H -2.066 1.884 1.563 0.044 0.045 -0.104
H 2.702 2.785 0.178 -0.024 0.109 -0.023
H -1.215 -1.171 -0.745 -0.008 -0.005 -0.085
H -3.513 -2.794 1.391 0.018 -0.079 0.037
H 0.724 -0.923 0.898 -0.113 -0.078 0.007
```
Forces are in eV/Å.

Properties
Kohn-Sham gap: 9.64 eV
SMILES: OCCN(Cc1ccccc1)Cc1ccc(Cl)cc1
energy: -32944.0633 eV
relative energy (zero: lowest compared OMol25 entry of this formula, charge and spin): 0.0 kcal per mole
maximum force: 0.5 eV Å⁻¹
HOMO level: -8.89 eV



DFT (ωB97M-V/def2-TZVPD) results for a 2-piece molecular cluster, C16H18ClNO overall.

XYZ file:
```
37
Properties=species:S:1:pos:R:3:forces:R:3
Cl 5.579 -1.978 3.068 0.620 -0.637 0.465
O 1.905 1.662 0.341 -1.174 0.664 -0.487
N -1.792 2.221 0.255 0.670 -1.263 0.002
C -1.375 -1.323 0.240 0.154 0.827 -0.049
C -1.489 3.383 1.097 0.280 0.239 0.382
C -1.691 -2.399 -1.906 0.029 0.237 0.225
C 2.729 0.907 0.924 1.150 -1.257 0.958
C 3.704 -0.028 3.011 0.509 -0.515 -0.379
C -1.492 -1.169 -2.547 0.067 0.084 0.101
C 4.482 -0.855 0.862 0.013 0.025 0.729
C -1.252 -0.016 -1.817 -0.288 0.085 0.568
C -1.614 -2.464 -0.508 -0.060 -0.076 -0.307
C -1.098 1.117 0.408 -0.022 1.119 0.584
C 4.527 -0.893 2.268 -1.048 1.103 -0.709
C -1.975 -3.620 -2.725 -0.033 -0.328 -0.150
C -2.929 2.316 -0.663 -0.204 0.228 -0.470
C -1.241 -0.066 -0.399 -0.151 -1.081 -0.824
C 2.848 0.845 2.375 -0.241 0.030 -1.028
C 3.630 0.010 0.210 -0.704 0.595 0.388
H -3.462 3.235 -0.405 -0.016 -0.291 -0.169
H -1.179 -3.802 -3.456 -0.091 0.050 0.171
H -2.065 -4.505 -2.090 0.012 0.092 -0.118
H -1.311 -1.361 1.329 -0.007 -0.102 -0.308
H -1.539 -1.130 -3.637 0.114 0.035 0.325
H -2.906 -3.514 -3.295 0.131 0.040 0.149
H 3.753 -0.056 4.096 0.014 -0.008 -0.071
H -1.749 -3.432 -0.020 0.082 0.339 -0.073
H -0.449 3.704 0.948 -0.280 -0.162 -0.091
H 5.131 -1.518 0.298 -0.052 0.054 0.042
H -2.180 4.186 0.832 0.241 -0.110 0.146
H 2.212 1.513 2.949 0.053 -0.005 0.013
H -0.414 1.116 1.263 0.074 -0.017 -0.342
H -3.601 1.453 -0.552 0.324 0.202 0.040
H -2.607 2.373 -1.711 -0.106 0.082 0.391
H -1.612 3.122 2.158 -0.049 0.064 -0.318
H 3.592 0.034 -0.875 0.014 -0.001 0.070
H -1.068 0.933 -2.325 -0.023 -0.343 0.144
```
Forces are in eV/Å.

Properties
Kohn-Sham gap: 4.13 eV
energy: -32941.7222 eV
relative energy (zero: lowest compared OMol25 entry of this formula, charge and spin): 54.0 kcal per mole
maximum force: 2.0 eV Å⁻¹
HOMO level: -5.50 eV



DFT (ωB97M-V/def2-TZVPD) results for one molecule with the formula C16H18ClNS2.

XYZ file:
```
38
Properties=species:S:1:pos:R:3:forces:R:3
Cl -6.779 -2.553 -3.091 1.305 0.001 1.162
S -0.325 -0.857 2.280 -0.647 -1.072 0.213
S 3.797 2.344 1.282 -1.021 0.353 -0.497
N -1.287 -0.156 0.071 0.177 -0.527 -0.435
C -0.229 0.060 0.793 -0.877 -0.658 0.018
C 0.957 2.281 1.111 0.322 -1.678 0.508
C 3.643 0.864 0.172 -0.810 -0.129 -0.397
C 0.970 0.933 0.354 -0.107 -0.383 -0.677
C -3.859 -2.660 -0.146 -1.912 -1.913 -0.448
C 2.279 0.130 0.565 1.185 1.993 -1.248
C 2.159 3.177 0.861 0.432 -0.160 -0.289
C -5.006 -3.034 -0.956 0.918 -1.773 2.145
C -4.860 -0.919 -1.930 -1.643 1.023 -1.561
C -3.907 -0.449 -1.039 -0.144 -0.285 -0.361
C -3.330 -1.391 -0.195 -0.767 -1.994 -0.488
C -1.858 -1.696 1.778 0.704 0.983 0.695
C -5.409 -2.250 -1.952 -0.196 3.180 -0.765
C 3.679 1.261 -1.327 0.210 -0.621 -0.839
C -2.154 -1.147 0.565 1.507 1.826 1.134
C 4.871 -0.043 0.457 -0.088 -1.109 -0.628
H 2.010 4.065 1.503 0.618 -0.326 -0.379
H 2.200 3.501 -0.217 -0.052 -0.234 1.111
H 0.797 1.177 -0.748 0.215 -0.633 1.281
H 2.917 2.011 -1.660 0.856 -0.262 0.621
H 4.931 -0.955 -0.257 -0.133 1.749 0.773
H 2.269 -0.851 0.177 -0.281 -1.057 -1.278
H -3.498 0.561 -0.877 -0.684 -0.348 -0.932
H 4.752 1.580 -1.632 -1.965 -0.519 0.356
H 3.332 0.334 -1.898 0.911 0.974 0.493
H -5.417 -0.259 -2.648 1.027 -0.257 0.807
H 0.795 2.014 2.182 0.401 0.596 -0.508
H 5.809 0.535 0.430 -0.325 -0.182 -0.378
H -3.484 -3.498 0.505 -0.182 1.295 -0.593
H 4.869 -0.512 1.440 -0.384 0.211 0.273
H -2.554 -2.350 2.428 1.748 1.244 -1.100
H -5.596 -3.920 -0.697 0.671 -0.047 -0.267
H 2.449 -0.068 1.565 -0.144 -0.129 2.537
H 0.067 2.739 0.752 -0.845 0.866 -0.060
```
Forces are in eV/Å.

Properties
Kohn-Sham gap: 9.06 eV
SMILES: CC1(C)C[C@@H](c2nc(-c3ccc(Cl)cc3)cs2)CCS1
energy: -52566.0432 eV
relative energy (zero: lowest compared OMol25 entry of this formula, charge and spin): 45.8 kcal per mole
maximum force: 3.3 eV Å⁻¹
HOMO level: -8.63 eV



| no. | LUMO level (eV) |
| --- | --- |
| 1 | 0.65 |
| 2 | 0.03 |
| 3 | -0.16 |
| 4 | 0.76 |
| 5 | -1.37 |
| 6 | 0.43 |